[1]
This record from OMol25 describes a single C16H17ClN2O4S molecule at a distorted geometry. The level of theory is ωB97M-V/def2-TZVPD.

Last column: Mulliken charge in e.
Cartesian coordinates (Å):
1 C 0.9217 3.2389 4.0415  -1.48
2 C -0.0651 3.1861 2.7686  1.18
3 C -0.8019 4.2335 2.4728  -0.88
4 C -1.8024 4.2985 1.5155  -0.47
5 C -1.9748 3.3303 0.6709  -1.20
6 C -1.1007 2.1171 1.1077  0.02
7 C -0.2527 2.1091 2.2574  0.58
8 N 0.7885 1.1299 2.2370  -0.08
9 S 0.4108 -0.4543 1.9240  1.18
10 O -1.1066 -0.7784 2.0531  -0.63
11 O 1.4558 -1.3876 2.7635  -0.71
12 C 0.8936 -0.6020 0.2175  -0.48
13 C -0.4074 -1.1630 -0.6451  -0.72
14 C -0.0065 -1.3668 -1.8687  0.10
15 O -0.7591 -1.8353 -3.0473  -0.40
16 C -2.1441 -2.1830 -2.4077  -0.65
17 C -2.9684 -2.4867 -3.7127  0.17
18 N -2.2332 -2.7693 -4.8088  -0.27
19 O -4.1012 -2.9214 -3.3774  -0.62
20 C 1.3493 -0.9142 -2.5677  0.77
21 C 1.7606 -1.2608 -4.0031  -1.68
22 C 2.3564 -0.6287 -1.6161  -1.39
23 C 1.8678 -0.2586 -0.3555  1.38
24 Cl 3.2352 0.1179 0.7985  -0.21
25 H 2.0248 3.2365 3.6872  0.32
26 H 0.9765 4.2197 4.7095  0.34
27 H 0.6463 2.3836 4.7724  0.34
28 H -0.8481 5.0259 3.4027  0.10
29 H -2.3601 5.2508 1.2563  0.26
30 H -2.3909 2.9927 -0.0408  0.85
31 H -1.1308 1.2433 0.4517  -0.01
32 H 1.2856 1.1952 3.0567  0.27
33 H -1.2571 -1.4073 -0.1365  0.88
34 H -2.6611 -1.2744 -2.1413  0.40
35 H -2.3279 -2.8314 -1.7596  0.69
36 H -1.3374 -2.5562 -4.7327  0.18
37 H -2.5805 -2.8891 -5.8258  0.28
38 H 1.4416 -2.2669 -4.0950  0.31
39 H 2.5592 -0.9467 -4.1694  0.72
40 H 1.0251 -0.6278 -4.5874  0.29
41 H 3.2987 -0.1976 -2.0417  0.26

Cartesian forces (eV/Å) of the 2 atoms listed first:
C 0.9025 1.0823 0.5903
C 4.6649 9.1162 10.0171

Results
HOMO: -8.91 eV
Relative energy (zero: lowest compared OMol25 entry of this formula, charge and spin): 1377.28 kJ/mol
SMILES: Cc1ccccc1NS(=O)(=O)c1cc(OCC(N)=O)c(C)cc1Cl
Charge: 0


[2]
This record from OMol25 describes a single C16H17ClN4O7S molecule. The level of theory is ωB97M-V/def2-TZVPD.

Last column: Mulliken charge in e.
Cartesian coordinates (Å):
1 C -0.0193 0.4722 3.3140  -1.46
2 N 0.4461 1.0443 2.0662  0.17
3 C 1.7326 0.8491 1.6640  0.21
4 N 2.5907 0.2700 2.5086  -0.41
5 C 2.1446 1.2884 0.3994  0.49
6 C 3.3672 0.7488 -0.1398  0.42
7 O 4.2858 0.3057 0.5405  -0.78
8 C 3.4025 0.5145 -1.6544  -0.66
9 O 2.9040 -0.8211 -1.8401  -0.38
10 C 1.5983 -1.0092 -1.8890  0.50
11 O 0.7605 -0.1473 -1.9282  -0.48
12 C 1.2816 -2.5001 -1.9726  -0.57
13 N 0.0181 -2.7488 -1.3123  -0.30
14 S -0.1091 -2.2613 0.2905  1.17
15 O -0.2711 -3.4212 1.1237  -0.76
16 O 1.0030 -1.4012 0.5974  -0.40
17 C -1.6440 -1.3466 0.3306  0.15
18 C -2.4405 -1.4712 1.4529  -0.52
19 C -3.6288 -0.7624 1.5194  -0.63
20 C -4.0173 0.0438 0.4644  -0.57
21 C -3.2061 0.1416 -0.6567  0.28
22 Cl -3.7004 1.1230 -1.9784  -0.20
23 C -2.0038 -0.5470 -0.7337  -0.65
24 C 1.2554 2.1074 -0.3930  0.48
25 O 1.5506 2.7189 -1.3996  -0.70
26 N -0.0404 2.2381 0.1205  0.14
27 C -0.9677 2.9955 -0.7019  -1.24
28 C -0.5062 1.6688 1.2638  0.68
29 O -1.6675 1.7309 1.6154  -0.62
30 H -1.0658 0.7540 3.4221  0.38
31 H 0.5562 0.8733 4.1493  0.37
32 H 0.0557 -0.6172 3.2845  0.44
33 H 2.2422 -0.3675 3.2048  0.24
34 H 3.4953 0.0597 2.0704  0.31
35 H 4.4344 0.4886 -2.0056  0.37
36 H 2.7994 1.2380 -2.2032  0.40
37 H 1.1804 -2.7673 -3.0291  0.35
38 H 2.1186 -3.0579 -1.5361  0.34
39 H -0.2975 -3.7029 -1.4003  0.32
40 H -2.1222 -2.1243 2.2494  0.54
41 H -4.2540 -0.8360 2.3952  0.41
42 H -4.9396 0.6009 0.5090  0.44
43 H -1.3483 -0.4532 -1.5839  0.70
44 H -1.0425 2.5277 -1.6826  0.32
45 H -1.9342 3.0099 -0.2064  0.40
46 H -0.5858 4.0083 -0.8288  0.31

Cartesian forces (eV/Å) of the 2 atoms listed first:
C -0.1986 0.0165 0.1849
N 0.1415 -0.1644 0.1549

Results
HOMO: -8.68 eV
SMILES: Cn1c(N)c(C(=O)COC(=O)CNS(=O)(=O)c2cccc(Cl)c2)c(=O)n(C)c1=O
Charge: 0


[3]
This record from OMol25 describes a single C16H17F3N4O molecule. The level of theory is ωB97M-V/def2-TZVPD.

Last column: Mulliken charge in e.
Cartesian coordinates (Å):
1 C -3.5062 0.2956 -1.9641  -0.83
2 N -3.1171 0.1200 -0.5952  0.90
3 N -3.8781 -0.6014 0.2003  -1.13
4 C -3.2861 -0.6149 1.3809  -1.20
5 C -2.1149 0.1399 1.3509  0.22
6 C -2.0277 0.6211 0.0466  0.07
7 C -1.0304 1.3951 -0.7195  0.97
8 O -0.8580 1.1755 -1.9099  -0.71
9 N -0.3464 2.3956 -0.1006  0.17
10 C -0.3143 2.7065 1.3048  -0.86
11 C 1.0037 2.1503 1.9097  -0.74
12 N 1.9963 1.9428 0.8724  -0.08
13 C 2.1527 0.6926 0.2773  0.85
14 C 3.2243 0.4825 -0.6015  -0.72
15 C 3.4323 -0.7396 -1.2042  -0.76
16 C 2.5848 -1.8083 -0.9600  -0.86
17 C 1.5370 -1.6169 -0.0754  -0.46
18 C 0.5532 -2.7129 0.2095  0.93
19 F 0.2563 -2.8073 1.5211  -0.28
20 F -0.6237 -2.5153 -0.4165  -0.23
21 F 0.9795 -3.9264 -0.1668  -0.30
22 C 1.3210 -0.3948 0.5413  0.02
23 C 1.9970 3.0876 -0.0197  -0.84
24 C 0.6917 3.0872 -0.8446  -0.80
25 H -3.5814 1.3551 -2.2120  0.30
26 H -4.4736 -0.1870 -2.0854  0.28
27 H -2.7710 -0.1618 -2.6261  0.29
28 H -3.7121 -1.1545 2.2024  0.48
29 H -1.4392 0.2654 2.1725  0.40
30 H -0.3340 3.7983 1.3994  0.33
31 H -1.1949 2.3121 1.8049  0.50
32 H 0.8439 1.2235 2.4563  0.42
33 H 1.4169 2.8800 2.6154  0.41
34 H 3.9131 1.2873 -0.8053  0.42
35 H 4.2666 -0.8646 -1.8774  0.39
36 H 2.7338 -2.7622 -1.4387  0.48
37 H 0.4759 -0.3140 1.2023  0.48
38 H 2.8575 3.0660 -0.6846  0.33
39 H 2.0703 3.9861 0.5987  0.35
40 H 0.3697 4.1115 -1.0651  0.41
41 H 0.8223 2.5477 -1.7851  0.41

Cartesian forces (eV/Å) of the 2 atoms listed first:
C -0.1537 -0.0124 -0.7956
N 0.5066 0.2630 0.3473

Results
HOMO: -8.23 eV
SMILES: Cn1nccc1C(=O)N1CCN(c2cccc(C(F)(F)F)c2)CC1
Charge: 0


[4]
This record from OMol25 describes a single C16H17FN2O2 molecule. The level of theory is ωB97M-V/def2-TZVPD.

Last column: Mulliken charge in e.
Cartesian coordinates (Å):
1 C 0.7689 -2.8249 -0.4988  -1.32
2 C 1.6544 -1.6637 -0.1727  0.59
3 N 2.8447 -1.6649 -0.7067  -0.64
4 C 3.7087 -0.6677 -0.4389  -0.24
5 C 4.9825 -0.6935 -1.0451  -0.39
6 C 5.8919 0.2924 -0.7843  -0.58
7 C 5.5470 1.3297 0.0942  0.21
8 F 6.4660 2.2891 0.3325  -0.33
9 C 4.3280 1.4014 0.7062  -0.69
10 C 3.3789 0.3957 0.4451  0.99
11 C 2.0908 0.3787 1.0179  -0.52
12 C 1.2161 -0.6277 0.6995  0.48
13 C -0.1458 -0.6373 1.3228  -0.04
14 O -0.3182 -0.6908 2.5233  -0.64
15 N -1.1573 -0.6015 0.4236  0.02
16 C -2.5335 -0.4374 0.8220  -1.18
17 C -3.0480 0.9499 0.4042  0.51
18 C -4.5452 1.1281 0.6871  -0.73
19 C -5.1802 0.7838 -0.6591  -0.57
20 C -4.1243 1.3062 -1.6297  -0.51
21 O -2.8714 1.0966 -1.0030  -0.48
22 H 0.0455 -2.5490 -1.2650  0.23
23 H 0.2245 -3.1520 0.3837  0.37
24 H 1.3781 -3.6386 -0.8820  0.43
25 H 5.2115 -1.5089 -1.7122  0.46
26 H 6.8722 0.2956 -1.2345  0.43
27 H 4.0939 2.2130 1.3778  0.48
28 H 1.7956 1.1608 1.7032  0.51
29 H -0.9617 -0.3867 -0.5425  0.33
30 H -2.5736 -0.5493 1.9073  0.41
31 H -3.1413 -1.2132 0.3454  0.25
32 H -2.4389 1.7122 0.9074  0.28
33 H -4.7577 2.1643 0.9500  0.34
34 H -4.8824 0.4837 1.4954  0.33
35 H -5.2925 -0.2956 -0.7649  0.25
36 H -6.1479 1.2562 -0.8075  0.38
37 H -4.2650 2.3809 -1.8126  0.28
38 H -4.1144 0.7843 -2.5890  0.30

Cartesian forces (eV/Å) of the 2 atoms listed first:
C -0.0066 -0.0852 -0.0266
C -0.0306 0.0643 -0.0019

Results
HOMO: -8.79 eV
Relative energy (zero: lowest compared OMol25 entry of this formula, charge and spin): 0.00 kJ/mol
SMILES: Cc1nc2ccc(F)cc2cc1C(=O)NC[C@@H]1CCCO1
Charge: 0


[5]
This record from OMol25 describes a molecular structure, C16H17KN2STe. The level of theory is ωB97M-V/def2-TZVPD.

Last column: Mulliken charge in e.
Cartesian coordinates (Å):
1 K 0.4776 0.4462 -1.6753  0.80
2 N -1.2434 -2.0687 2.5590  -0.41
3 C -0.5980 -1.0104 3.1105  0.62
4 N -0.0342 -0.0681 2.4431  -0.51
5 C 0.5139 0.8840 3.2844  -0.21
6 C 1.2045 2.0223 2.8835  -0.29
7 C 1.6881 2.8910 3.8456  -0.70
8 C 1.4968 2.6433 5.2031  -0.41
9 C 0.8166 1.5120 5.6237  -0.48
10 C 0.3346 0.6445 4.6581  0.83
11 S -0.5449 -0.8488 4.8743  -0.29
12 H -1.1309 -2.2215 1.5747  0.20
13 H -1.5451 -2.8259 3.1414  0.21
14 H 1.3681 2.2050 1.8290  0.35
15 H 2.2307 3.7749 3.5367  0.38
16 H 1.8873 3.3370 5.9357  0.36
17 H 0.6710 1.3116 6.6772  0.37
18 C 8.8957 0.1086 -3.4435  -1.42
19 C 7.5543 0.0567 -2.7606  0.61
20 C 6.3855 0.4251 -3.4066  -0.98
21 C 5.1643 0.4697 -2.7411  1.09
22 C 3.9430 0.8604 -3.5276  -1.24
23 C 5.0849 0.1478 -1.3798  -0.85
24 Te 3.3538 0.5497 -0.2234  -0.32
25 C 6.2483 -0.3302 -0.7423  1.25
26 C 6.2669 -0.8292 0.6805  -1.58
27 C 7.4517 -0.3523 -1.4382  -0.70
28 H 8.8015 0.4370 -4.4782  0.34
29 H 9.3778 -0.8709 -3.4332  0.33
30 H 9.5569 0.8064 -2.9262  0.32
31 H 6.4224 0.7068 -4.4544  0.19
32 H 4.2044 1.1095 -4.5570  0.33
33 H 3.4462 1.7219 -3.0759  0.28
34 H 3.2268 0.0322 -3.5513  0.13
35 H 5.2647 -1.0378 1.0409  0.38
36 H 6.7155 -0.0941 1.3534  0.28
37 H 6.8599 -1.7437 0.7544  0.37
38 H 8.3480 -0.6923 -0.9265  0.38

Cartesian forces (eV/Å) of the 2 atoms listed first:
K 0.1446 -0.0024 0.1397
N -0.1654 0.0769 0.0500

Results
HOMO: -6.04 eV
Relative energy (zero: lowest compared OMol25 entry of this formula, charge and spin): 12.46 kJ/mol
Charge: 0


[6]
This record from OMol25 describes 2 unconnected molecules or ions with the total composition C16H17N at a distorted geometry. The level of theory is ωB97M-V/def2-TZVPD.

Last column: Mulliken charge in e.
Cartesian coordinates (Å):
1 C -0.9672 -1.5085 3.5771  -1.58
2 C -1.1654 -0.5128 2.5341  0.71
3 C -2.2753 -0.6376 1.6639  -0.68
4 N -2.3008 0.2521 0.6470  -0.05
5 C -1.0133 0.8997 0.7478  0.40
6 C -0.6298 2.0961 0.0060  -0.35
7 C 0.2021 2.9253 0.6230  -0.49
8 C 0.6843 2.7111 1.9339  -0.60
9 C 0.3591 1.5465 2.6185  -0.25
10 C -0.4250 0.5607 2.0017  0.19
11 H -1.9544 -1.6668 4.0371  0.34
12 H -0.0932 -1.2910 3.9683  0.51
13 H -0.8728 -2.5575 3.1501  0.26
14 H -3.1263 -1.4287 1.7669  0.24
15 H -3.0047 0.2629 -0.1214  0.28
16 H -1.3197 2.3224 -0.9513  0.20
17 H 0.4526 3.8459 0.0474  0.33
18 H 1.2082 3.4784 2.5034  0.36
19 H 0.5210 1.3279 3.7897  0.16
20 C -0.1615 0.3028 -3.6292  -1.33
21 C 0.5994 -0.4600 -2.6350  1.03
22 C 2.0367 -0.1957 -2.6429  -0.62
23 C 2.9261 -1.1077 -2.0426  -0.69
24 C 2.2530 -2.0134 -1.1499  -0.50
25 C 0.9139 -2.1586 -1.0603  -0.60
26 C 0.0566 -1.2911 -1.7381  -0.01
27 H -0.5488 1.4254 -3.2065  0.15
28 H -1.1416 -0.2747 -3.7707  0.32
29 H 0.3114 0.6323 -4.5937  0.41
30 H 2.2239 0.6197 -3.2858  0.45
31 H 4.0191 -1.1741 -2.0925  0.35
32 H 2.9080 -2.5601 -0.6621  0.55
33 H 0.4208 -2.9051 -0.5278  0.44
34 H -1.0962 -1.4657 -1.5059  0.05

Cartesian forces (eV/Å) of the 2 atoms listed first:
C -4.1259 -2.8965 -2.7519
C -3.4098 -0.6784 -3.2466

Results
HOMO: -7.47 eV
Relative energy (zero: lowest compared OMol25 entry of this formula, charge and spin): 417.35 kJ/mol
SMILES: Cc1c[nH]c2ccccc12.Cc1ccccc1
Charge: 0


no.,total energy (eV)
1,-51381.8831
2,-60520.0954
3,-33028.6144
4,-26661.3619
5,-54302.2818
6,-18354.0164